[1]
{
  "formula": "C46H38BN18O4Zr",
  "method": "wB97M-V/def2-TZVPD",
  "de_lowest_kj_mol": 78.0,
  "charge": 2,
  "homo_ev": [-11.57, -12.66],
  "multiplicity": 2,
  "symbols": ["Zr", "O", "O", "O", "O", "N", "N", "N", "N", "N", "N", "N", "N", "N", "N", "N", "N", "N", "N", "N", "N", "N", "N", "C", "C", "C", "C", "C", "C", "C", "C", "C", "C", "C", "C", "C", "C", "C", "C", "C", "C", "C", "C", "C", "C", "C", "C", "C", "C", "C", "C", "C", "C", "C", "C", "C", "C", "C", "C", "C", "C", "C", "C", "C", "C", "C", "C", "C", "C", "B", "H", "H", "H", "H", "H", "H", "H", "H", "H", "H", "H", "H", "H", "H", "H", "H", "H", "H", "H", "H", "H", "H", "H", "H", "H", "H", "H", "H", "H", "H", "H", "H", "H", "H", "H", "H", "H", "H"],
  "positions_angstrom": [[-0.238, 0.134, 1.430], [-1.465, 0.902, -4.989], [-1.770, 0.877, 2.494], [0.985, 1.744, 2.027], [3.992, 1.334, 4.824], [-1.138, -1.888, 2.126], [1.150, -4.671, 0.929], [1.293, 0.863, -0.347], [1.912, -2.384, 1.780], [-2.672, 0.670, -6.816], [-3.769, 1.796, -0.761], [1.506, -1.140, 2.120], [-1.449, 0.004, -6.999], [-0.474, -3.078, 2.045], [0.398, -2.619, -0.254], [-0.147, -1.384, -0.378], [1.809, 0.463, 3.767], [0.366, 0.329, 3.855], [2.458, -4.963, 0.672], [-4.073, 0.494, -0.522], [-1.904, 0.899, -0.118], [1.945, 2.267, -1.967], [2.563, 1.065, -2.088], [4.807, 3.677, 1.489], [-2.342, 1.149, 3.670], [0.563, -0.283, -5.576], [-4.765, 2.673, -1.381], [-3.624, 1.996, -4.946], [-1.611, 1.131, 4.873], [-4.496, 2.794, -5.670], [-5.476, 3.559, -3.608], [0.357, -5.742, 0.647], [5.527, 2.693, 3.563], [0.522, -3.194, -1.461], [1.289, 0.389, -4.601], [4.299, 2.090, 3.702], [-2.240, 1.462, 6.084], [-3.582, 1.759, 6.116], [2.421, -1.749, -5.957], [1.131, -1.352, -6.264], [-2.626, 1.181, -5.643], [3.386, 0.735, -3.258], [2.585, -0.010, -4.298], [-2.087, -3.351, 3.540], [2.926, -2.747, 2.580], [3.145, -1.086, -4.973], [-3.689, 1.962, -3.557], [-0.192, 0.897, 4.858], [-3.695, 1.465, 3.711], [-4.615, 2.739, -2.884], [-0.368, -1.206, -1.686], [2.468, -6.231, 0.305], [-2.110, -2.060, 3.033], [-2.932, -0.008, -0.142], [3.583, 3.059, 1.619], [0.035, -2.318, -2.412], [2.161, 0.245, -1.130], [-5.420, 3.579, -4.992], [-1.023, -3.953, 2.896], [2.247, -0.779, 3.151], [5.791, 3.492, 2.457], [1.167, -6.774, 0.261], [-0.791, 0.167, -5.912], [-4.303, 1.755, 4.920], [3.198, -1.721, 3.481], [-2.486, 2.023, -0.517], [2.006, 1.647, 2.825], [3.290, 2.231, 2.726], [1.202, 2.106, -0.899], [0.760, -3.239, 1.107], [-3.019, 1.301, -3.022], [2.332, 0.639, 4.639], [-0.778, -0.278, -2.049], [-0.717, -5.688, 0.727], [3.375, -3.719, 2.463], [-5.724, 2.235, -1.113], [2.488, -0.780, -1.040], [-2.748, -3.789, 4.266], [6.755, 3.971, 2.361], [-4.253, 1.474, 2.783], [-1.654, 1.472, 6.997], [4.225, 0.133, -2.912], [-4.699, 3.656, -0.917], [0.604, 2.904, -0.491], [0.559, -1.856, -7.032], [-6.097, 4.213, -5.548], [-4.070, 2.002, 7.049], [-2.812, -1.045, 0.125], [0.847, 1.242, -4.101], [3.947, -1.691, 4.252], [4.999, 4.311, 0.633], [0.409, 1.248, 5.698], [6.280, 2.554, 4.331], [-4.440, 2.804, -6.750], [2.816, 3.210, 0.873], [3.406, -6.714, 0.078], [2.868, -2.581, -6.487], [-2.017, 2.985, -0.648], [-0.629, -4.952, 2.986], [4.154, -1.407, -4.741], [-2.786, -1.255, 3.267], [4.699, 1.401, 5.475], [-5.359, 1.992, 4.935], [-6.203, 4.175, -3.092], [0.872, -7.774, -0.009], [3.774, 1.683, -3.625], [0.942, -4.182, -1.558], [-0.018, -2.463, -3.478]],
  "forces_ev_per_a": [[-0.30, 0.29, 0.16], [-0.03, -0.02, -0.05], [-0.34, 0.11, 0.12], [0.65, 0.16, -0.05], [0.02, 0.01, -0.03], [0.05, -0.07, 0.31], [0.14, 0.10, -0.09], [-0.34, 0.33, 0.06], [-0.14, -0.01, 0.02], [0.39, -0.19, -0.19], [-0.28, -0.04, 0.01], [0.19, -0.29, -0.25], [-0.44, 0.11, -0.01], [0.03, 0.21, -0.13], [0.03, 0.12, 0.02], [-0.17, -0.22, -0.10], [-0.01, -0.16, -0.12], [0.24, -0.04, -0.12], [-0.10, -0.12, 0.22], [0.22, 0.34, -0.15], [0.08, -0.33, 0.01], [0.10, -0.28, 0.10], [0.06, 0.23, -0.22], [0.02, 0.00, 0.03], [0.22, -0.20, -0.40], [-0.11, 0.03, -0.09], [0.10, -0.17, 0.11], [0.05, -0.05, -0.14], [0.28, 0.02, 0.20], [-0.06, 0.07, -0.01], [-0.01, -0.03, -0.02], [-0.03, -0.05, 0.04], [0.04, 0.03, 0.00], [0.00, -0.03, 0.00], [0.02, 0.01, 0.01], [-0.03, -0.09, 0.15], [-0.04, 0.01, 0.04], [0.02, -0.01, -0.04], [0.00, 0.00, 0.01], [0.02, -0.03, -0.01], [-0.14, 0.13, 0.27], [-0.07, 0.05, 0.21], [-0.03, -0.01, -0.02], [0.03, -0.05, 0.03], [0.03, -0.02, 0.01], [-0.01, -0.03, -0.02], [0.05, 0.00, 0.04], [-0.25, 0.01, 0.04], [-0.13, 0.05, 0.11], [-0.07, -0.01, 0.00], [-0.01, 0.05, 0.05], [0.05, 0.04, -0.10], [0.03, 0.02, -0.14], [-0.06, -0.06, -0.03], [0.00, 0.02, -0.03], [0.05, -0.04, -0.04], [-0.03, -0.26, 0.09], [0.03, -0.02, -0.02], [-0.01, -0.12, 0.02], [0.00, 0.36, 0.01], [-0.03, -0.01, -0.02], [0.01, 0.02, 0.01], [0.30, 0.01, 0.16], [-0.02, 0.01, -0.03], [0.02, -0.15, 0.01], [0.07, 0.08, 0.01], [-0.30, -0.03, 0.19], [-0.06, 0.09, -0.16], [0.15, 0.01, -0.11], [-0.03, -0.03, 0.04], [-0.01, 0.00, -0.02], [-0.05, 0.00, 0.05], [-0.01, -0.01, -0.02], [0.03, -0.01, 0.01], [0.01, 0.00, -0.01], [-0.05, 0.05, 0.01], [-0.01, 0.02, -0.01], [0.02, 0.01, -0.01], [-0.01, -0.01, 0.00], [-0.01, 0.00, 0.01], [-0.02, 0.00, -0.02], [0.03, 0.01, -0.01], [0.06, 0.03, -0.03], [-0.01, -0.02, 0.00], [0.00, 0.01, 0.01], [0.01, -0.01, 0.00], [0.00, 0.00, -0.01], [-0.03, 0.00, 0.02], [0.01, 0.00, 0.00], [-0.01, -0.01, -0.01], [0.00, -0.01, 0.01], [-0.02, 0.02, 0.02], [0.00, 0.01, -0.01], [-0.01, 0.00, 0.01], [0.00, -0.01, 0.00], [-0.03, 0.01, -0.01], [0.00, 0.01, 0.01], [-0.01, -0.02, 0.03], [-0.01, 0.03, 0.02], [-0.01, 0.01, 0.00], [-0.01, -0.01, 0.00], [0.04, 0.02, 0.01], [0.01, 0.00, 0.00], [0.01, -0.02, 0.00], [0.01, 0.03, 0.00], [-0.02, 0.01, -0.05], [-0.02, 0.02, -0.01], [0.01, 0.00, 0.02]],
  "lowdin_charge": [1.876, 0.116, -0.298, -0.211, 0.030, -0.068, -0.033, -0.024, 0.069, 0.147, -0.112, -0.008, 0.146, 0.033, 0.031, -0.085, 0.048, 0.039, 0.071, 0.169, -0.040, 0.153, -0.091, -0.060, -0.320, -0.141, -0.054, -0.129, -0.134, 0.004, -0.023, -0.091, -0.007, -0.014, 0.019, -0.230, -0.012, -0.053, -0.043, -0.006, -0.293, -0.048, -0.200, -0.006, 0.003, -0.024, 0.025, 0.008, 0.004, -0.189, -0.148, -0.128, -0.100, -0.212, -0.005, -0.005, -0.114, -0.037, -0.033, -0.246, -0.047, -0.038, -0.301, -0.029, 0.071, -0.107, -0.261, -0.098, -0.207, -0.645, 0.109, 0.161, 0.105, 0.128, 0.125, 0.141, 0.155, 0.114, 0.118, 0.121, 0.125, 0.133, 0.139, 0.118, 0.126, 0.118, 0.117, 0.115, 0.117, 0.122, 0.115, 0.160, 0.127, 0.127, 0.098, 0.113, 0.117, 0.155, 0.133, 0.119, 0.110, 0.132, 0.121, 0.124, 0.106, 0.142, 0.134, 0.110]
}

---

[2]
{
  "formula": "N4O5",
  "method": "wB97M-V/def2-TZVPD",
  "de_lowest_kj_mol": 0.0,
  "smiles": "O=NO[N+](=O)[O-].N#[N+][O-]",
  "homo_ev": -10.96,
  "symbols": ["O", "O", "O", "O", "O", "N", "N", "N", "N"],
  "positions_angstrom": [[0.495, 1.972, 0.263], [2.169, -0.550, -1.059], [-2.102, -1.395, -0.633], [-2.926, 0.416, 0.065], [-0.508, 0.075, 0.182], [2.460, -0.628, 0.042], [-0.547, 1.443, 0.163], [-2.078, -0.374, -0.120], [2.661, -0.789, 1.123]],
  "forces_ev_per_a": [[0.07, -1.02, 0.07], [-0.63, 0.59, -3.77], [0.96, -2.97, -0.65], [0.62, 0.74, 1.01], [-1.02, -0.55, 0.00], [0.18, -0.81, 2.93], [-0.67, 1.30, -0.09], [0.03, 2.49, -0.32], [0.47, 0.22, 0.81]],
  "lowdin_charge": [0.065, 0.105, 0.205, 0.169, -0.019, -0.344, -0.083, -0.329, 0.232]
}